DFT (the ωB97M-V functional and the def2-TZVPD basis) results for 20 unconnected molecules or ions with the total composition C80H220N20O20 at a distorted geometry.

Element x y z (Å)
C -13.157 9.174 25.741
C -11.779 9.530 25.199
C -11.294 10.952 25.595
O -12.151 11.962 25.198
C -11.406 13.172 25.349
N -10.836 8.492 25.581
H -13.082 9.088 26.825
H -13.424 8.158 25.449
H -13.873 9.913 25.381
H -11.660 9.540 24.115
H -10.317 11.009 25.115
H -11.231 11.044 26.680
H -12.118 13.979 25.177
H -10.604 13.161 24.611
H -11.059 13.259 26.378
H -11.143 7.634 25.146
H -9.960 8.642 25.102
C -6.222 13.704 32.227
C -6.937 15.052 31.903
C -6.794 16.106 33.094
O -7.615 15.560 34.124
C -7.730 16.359 35.322
N -6.391 15.670 30.696
H -5.136 13.739 32.140
H -6.655 12.896 31.638
H -6.388 13.486 33.282
H -8.009 14.898 31.781
H -7.260 17.056 32.832
H -5.782 16.350 33.419
H -6.740 16.426 35.775
H -8.380 15.858 36.039
H -7.973 17.406 35.140
H -6.827 16.559 30.492
H -6.513 15.029 29.926
C -1.530 7.666 16.103
C -0.951 6.531 16.904
C -1.703 6.405 18.193
O -1.410 7.513 19.048
C -1.669 7.294 20.395
N -1.130 5.358 16.036
H -1.571 8.565 16.718
H -2.522 7.349 15.779
H -0.889 7.903 15.254
H 0.118 6.651 17.076
H -1.364 5.494 18.687
H -2.772 6.343 17.989
H -2.621 6.786 20.549
H -1.611 8.231 20.948
H -0.864 6.757 20.899
H -0.659 4.623 16.543
H -0.578 5.628 15.233
C -11.660 9.663 17.075
C -11.507 11.114 17.635
C -10.631 11.166 18.926
O -11.236 10.513 20.049
C -10.640 10.768 21.293
N -10.925 11.992 16.650
H -10.826 9.326 16.460
H -12.574 9.580 16.488
H -11.729 8.924 17.873
H -12.480 11.568 17.823
H -10.519 12.206 19.233
H -9.656 10.747 18.676
H -11.174 10.109 21.978
H -10.903 11.741 21.707
H -9.577 10.540 21.368
H -11.336 11.866 15.736
H -9.936 11.786 16.617
C -3.144 10.129 26.473
C -2.725 10.536 25.062
C -1.871 9.487 24.346
O -0.520 9.431 24.757
C 0.335 8.621 23.907
N -3.899 11.006 24.255
H -2.208 9.991 27.013
H -3.749 9.224 26.407
H -3.718 10.951 26.901
H -2.125 11.446 25.079
H -1.859 9.908 23.340
H -2.338 8.503 24.308
H 1.364 8.687 24.258
H 0.374 9.205 22.988
H -0.063 7.617 23.756
H -3.538 11.333 23.370
H -4.319 11.808 24.703
C -10.216 4.058 24.232
C -10.627 4.317 22.762
C -10.922 5.822 22.529
O -11.944 6.435 23.317
C -13.339 6.075 23.011
N -9.591 3.971 21.807
H -10.252 3.001 24.498
H -10.708 4.658 24.998
H -9.169 4.328 24.371
H -11.530 3.737 22.574
H -11.171 6.007 21.484
H -9.980 6.347 22.689
H -13.729 5.156 23.449
H -13.652 6.061 21.967
H -13.977 6.857 23.421
H -9.755 2.993 21.617
H -8.707 4.057 22.288
C -8.066 12.619 23.667
C -6.754 12.731 22.920
C -6.765 12.107 21.523
O -7.606 12.874 20.589
C -7.371 12.600 19.244
N -6.198 14.075 22.861
H -8.820 12.708 22.885
H -8.289 13.358 24.436
H -8.173 11.632 24.115
H -6.044 12.121 23.477
H -7.024 11.048 21.523
H -5.704 12.124 21.275
H -7.517 11.528 19.118
H -6.323 12.852 19.084
H -7.937 13.301 18.630
H -5.538 14.098 22.097
H -6.935 14.676 22.520
C -8.937 -0.702 23.144
C -8.858 0.757 23.085
C -7.534 1.386 23.449
O -7.142 0.995 24.746
C -5.743 1.195 25.043
N -9.361 1.220 21.843
H -8.393 -1.227 22.358
H -9.959 -1.034 22.957
H -8.569 -1.052 24.108
H -9.501 1.163 23.866
H -7.494 2.457 23.249
H -6.828 0.940 22.748
H -5.469 1.056 26.089
H -5.520 2.219 24.745
H -5.093 0.572 24.428
H -8.727 1.080 21.070
H -10.153 0.638 21.606
C -11.759 17.111 29.437
C -11.692 15.707 28.986
C -13.074 15.189 28.567
O -13.037 13.885 27.937
C -12.579 12.848 28.674
N -10.769 15.647 27.852
H -12.514 17.193 30.219
H -12.056 17.728 28.590
H -10.823 17.523 29.815
H -11.240 15.064 29.741
H -13.611 15.781 27.826
H -13.711 15.180 29.451
H -12.893 12.770 29.715
H -11.490 12.839 28.682
H -12.820 11.930 28.138
H -11.076 16.248 27.100
H -10.944 14.723 27.484
C -3.196 10.805 20.578
C -3.635 10.781 19.102
C -2.634 11.493 18.215
O -2.954 11.289 16.848
C -2.231 12.158 15.993
N -3.772 9.401 18.597
H -2.218 10.335 20.678
H -3.842 10.168 21.183
H -3.043 11.829 20.917
H -4.599 11.276 18.987
H -1.672 11.064 18.494
H -2.543 12.549 18.469
H -2.411 13.227 16.105
H -2.587 11.830 15.017
H -1.171 11.929 16.103
H -3.969 9.488 17.611
H -2.841 9.023 18.501
C -12.370 8.922 30.555
C -11.140 9.000 31.462
C -9.888 9.520 30.745
O -8.913 9.934 31.660
C -8.054 8.835 32.047
N -11.492 9.858 32.605
H -13.075 8.323 31.132
H -12.105 8.449 29.609
H -12.769 9.933 30.473
H -10.950 8.100 32.047
H -10.217 10.409 30.207
H -9.493 8.774 30.055
H -7.356 9.198 32.801
H -7.584 8.527 31.113
H -8.528 7.881 32.281
H -10.715 9.959 33.243
H -11.449 10.823 32.309
C -7.993 8.287 20.298
C -6.821 7.384 19.883
C -6.598 7.309 18.344
O -5.474 6.498 18.052
C -5.353 6.022 16.771
N -5.599 7.927 20.398
H -8.923 7.888 19.893
H -7.859 9.306 19.935
H -8.136 8.231 21.377
H -7.022 6.396 20.298
H -6.470 8.286 17.878
H -7.513 6.890 17.924
H -6.282 5.676 16.319
H -4.496 5.360 16.647
H -5.064 6.874 16.155
H -4.884 7.487 19.837
H -5.442 8.882 20.111
C -5.440 4.584 21.661
C -4.401 3.863 20.778
C -4.144 2.394 21.269
O -3.917 2.260 22.689
C -2.598 2.755 23.078
N -4.873 3.909 19.444
H -5.465 5.668 21.550
H -5.138 4.520 22.706
H -6.402 4.099 21.494
H -3.452 4.396 20.842
H -3.426 2.081 20.512
H -4.981 1.715 21.107
H -2.447 3.807 22.840
H -1.816 2.071 22.746
H -2.519 2.687 24.163
H -4.959 4.896 19.247
H -4.199 3.537 18.790
C -5.215 15.658 27.102
C -5.287 14.135 27.112
C -6.709 13.481 27.178
O -7.120 13.578 28.501
C -8.324 12.930 28.818
N -4.751 13.821 25.785
H -5.718 16.173 26.284
H -4.192 16.027 27.032
H -5.639 16.008 28.044
H -4.579 13.765 27.854
H -6.593 12.458 26.820
H -7.368 14.108 26.576
H -8.207 11.892 28.506
H -9.206 13.336 28.322
H -8.467 12.891 29.897
H -3.831 14.224 25.678
H -5.326 14.259 25.079
C -5.162 11.091 29.632
C -4.215 10.115 30.407
C -3.655 10.630 31.814
O -2.829 11.769 31.585
C -2.302 12.262 32.818
N -4.858 8.810 30.564
H -5.618 10.635 28.753
H -4.758 12.083 29.431
H -6.029 11.350 30.239
H -3.380 9.934 29.731
H -3.109 9.864 32.365
H -4.500 10.868 32.459
H -1.714 13.165 32.656
H -1.642 11.538 33.297
H -3.114 12.478 33.513
H -4.114 8.132 30.471
H -5.495 8.612 29.806
C -2.976 16.166 32.049
C -2.566 16.060 30.612
C -2.412 14.578 30.095
O -2.035 14.562 28.709
C -1.824 13.286 28.083
N -3.533 16.733 29.783
H -3.106 17.209 32.337
H -2.237 15.691 32.694
H -3.903 15.610 32.191
H -1.697 16.682 30.398
H -3.360 14.043 30.155
H -1.595 14.114 30.648
H -2.701 12.640 28.119
H -1.010 12.607 28.341
H -1.439 13.508 27.088
H -4.469 16.426 30.007
H -3.431 16.271 28.890
C -8.067 3.839 18.418
C -7.646 2.355 18.157
C -6.743 2.141 16.896
O -7.368 2.494 15.635
C -6.490 2.311 14.523
N -6.889 1.830 19.270
H -7.354 4.528 17.963
H -8.150 4.254 19.422
H -8.979 4.092 17.878
H -8.512 1.698 18.073
H -6.591 1.070 16.761
H -5.827 2.732 16.901
H -5.912 3.196 14.257
H -7.125 1.946 13.716
H -5.784 1.484 14.601
H -7.322 2.198 20.105
H -6.119 2.483 19.317
C -7.314 7.200 23.892
C -6.573 8.574 24.048
C -6.544 8.991 25.549
O -7.879 9.139 25.982
C -8.054 9.181 27.404
N -5.248 8.426 23.444
H -7.288 6.847 22.861
H -8.377 7.294 24.112
H -6.853 6.444 24.529
H -7.247 9.298 23.588
H -6.051 9.963 25.558
H -5.949 8.325 26.174
H -7.500 8.359 27.857
H -9.107 9.098 27.675
H -7.673 10.141 27.752
H -4.663 9.248 23.498
H -5.322 8.125 22.483
C -4.742 5.015 30.117
C -3.382 5.596 29.579
C -3.503 6.063 28.125
O -3.706 5.004 27.190
C -3.741 5.371 25.766
N -2.916 6.664 30.419
H -4.463 4.550 31.063
H -5.297 4.309 29.500
H -5.471 5.799 30.320
H -2.659 4.780 29.590
H -2.601 6.571 27.783
H -4.203 6.881 27.954
H -4.006 4.469 25.213
H -2.818 5.773 25.347
H -4.425 6.196 25.570
H -2.712 6.226 31.306
H -1.998 7.019 30.193
C -10.936 5.862 28.476
C -9.824 5.284 29.332
C -8.443 5.151 28.524
O -8.459 4.235 27.407
C -7.198 4.198 26.775
N -9.596 6.122 30.497
H -11.161 5.323 27.556
H -10.788 6.872 28.094
H -11.854 5.981 29.052
H -10.112 4.299 29.698
H -7.645 5.031 29.257
H -8.238 6.148 28.136
H -6.806 5.174 26.488
H -7.215 3.551 25.898
H -6.477 3.726 27.443
H -8.875 5.698 31.063
H -10.454 6.203 31.024

## Properties
- HOMO-LUMO gap (eV) = 8.6382
- energy relative to the best compared isomer or geometry (same formula, charge and spin) (kJ/mol) = 494.0
- highest occupied orbital energy (eV) = -8.35
- total charge = 0